Density functional theory data (wB97M-V/def2-TZVPD) for a cluster of 2 separate species, C18H32NO3 in total at a distorted geometry.

Properties
Molar mass = 310.46 g/mol
HOMO level = -1.1 eV
Total charge = -1

```
54
Properties=species:S:1:pos:R:3:forces:R:3:nbo_charge:R:1
C 1.0988 -3.2433 -0.0974 0.2 0.2 0.8 -0.63
C 1.4490 -1.6916 -0.0183 -0.6 0.2 -0.4 -0.41
C 2.3286 -1.1843 -1.2348 0.0 0.0 0.9 -0.39
C 2.4678 0.3847 -1.2592 -0.1 -0.3 -0.3 -0.43
C 1.1046 1.1722 -1.4617 0.8 1.3 0.1 -0.40
C 0.8965 2.2436 -0.2800 -1.2 -1.0 -0.4 -0.41
C -0.6626 2.4704 0.0302 0.8 1.2 0.5 -0.41
C -0.9671 2.3605 1.5853 -0.1 -1.2 -1.0 -0.40
C -1.2512 0.8104 1.9028 0.1 0.9 1.0 -0.42
C -2.8011 0.5209 2.1700 1.2 -0.4 0.9 -0.42
C -3.2728 -0.8885 1.6422 -0.7 0.3 0.4 -0.21
N -3.6539 -0.9194 0.2300 -0.4 0.0 -1.3 -0.42
C -5.0106 -0.7047 -0.1877 -1.1 0.0 -2.6 -0.08
C -5.4337 -0.7676 -1.5765 2.7 -0.6 0.5 -0.27
C -4.4321 -1.0889 -2.6699 0.7 0.2 2.9 0.15
O -4.7967 -1.1658 -4.0314 0.2 -0.2 1.0 -0.72
C -3.0019 -1.2814 -2.1999 -2.6 0.4 1.6 -0.27
C -2.6962 -1.1928 -0.7858 0.3 -0.3 -2.7 -0.06
H 1.4290 -3.7089 0.8793 -0.3 0.2 -1.2 0.21
H 1.6297 -3.7622 -0.9478 -0.6 0.6 0.9 0.20
H -0.0120 -3.4383 -0.1651 1.1 0.3 -0.2 0.20
H 0.4760 -1.1041 -0.0541 1.0 -0.6 0.1 0.17
H 1.9120 -1.4424 0.9835 -0.2 -0.2 -1.3 0.23
H 3.3587 -1.6269 -1.1179 -1.0 0.4 -0.2 0.22
H 1.8669 -1.5827 -2.1858 0.4 0.5 0.8 0.18
H 3.1437 0.6573 -2.1162 -0.4 -0.3 0.9 0.20
H 2.9718 0.7109 -0.2985 -0.5 -0.5 -1.1 0.25
H 0.2023 0.5125 -1.5910 0.9 0.5 0.3 0.19
H 1.1965 1.7912 -2.4091 -0.3 -0.9 0.9 0.20
H 1.3105 3.2466 -0.5804 0.0 -1.2 0.5 0.21
H 1.4143 1.8240 0.6365 -0.5 0.7 -1.0 0.21
H -0.9179 3.5268 -0.2806 0.1 -1.1 0.1 0.19
H -1.3074 1.7744 -0.5822 0.6 0.6 0.8 0.21
H -0.0978 2.7122 2.2197 -1.0 -0.2 -0.9 0.21
H -1.8686 2.9952 1.8076 0.8 -0.7 0.1 0.19
H -0.6526 0.6000 2.8441 -0.9 -0.2 -1.0 0.21
H -0.8224 0.1314 1.1163 -0.5 0.9 0.6 0.21
H -3.4285 1.3883 1.8339 0.4 -1.1 -0.1 0.21
H -2.8997 0.4840 3.3021 -0.1 0.1 -1.2 0.20
H -2.4862 -1.6848 1.8246 -0.8 1.0 -0.2 0.21
H -4.1989 -1.1634 2.2397 1.0 0.1 -0.7 0.20
H -5.8035 -0.4797 0.5696 1.2 -0.3 -0.5 0.21
H -6.5080 -0.6099 -1.8526 1.2 -0.1 0.5 0.22
H -4.9045 -2.0958 -4.3032 0.1 0.4 0.3 0.47
H -2.2531 -1.5232 -2.9896 -0.4 0.3 1.1 0.23
H -1.6250 -1.3557 -0.4925 -1.4 0.2 0.0 0.22
O 4.6463 -0.2764 1.3216 0.4 0.2 -0.2 -0.67
C 5.7848 0.2012 0.8823 -0.9 -2.2 -0.8 -0.01
C 6.0933 1.6490 1.6062 1.0 2.2 0.8 -0.01
O 7.2233 2.1297 1.1556 -0.6 -0.2 0.2 -0.66
H 5.8609 0.3982 -0.2049 -0.4 0.6 0.0 0.12
H 6.6889 -0.4106 1.0641 0.1 0.1 0.7 0.12
H 6.0303 1.4426 2.6924 0.4 -0.6 0.0 0.12
H 5.1817 2.2548 1.4347 -0.1 -0.1 -0.7 0.11
```
Forces are in eV/Å.


Density functional theory data (wB97M-V/def2-TZVPD) for a cluster of 2 separate species, C5H7OS in total at a distorted geometry.

Properties
Molar mass = 115.18 g/mol
Energy relative to the best compared isomer or geometry (same formula, charge and spin) = 47.6 kcal per mole
HOMO level (alpha / beta) = -1.5 / -1.5 eV
Total charge = -1

```
14
Properties=species:S:1:pos:R:3:forces:R:3:nbo_charge:R:1
C -0.4901 2.1351 -0.0687 0.4 0.4 0.6 -0.68
C -0.2293 0.8148 -0.3505 0.6 -0.7 -0.4 -0.21
C 2.6254 0.6755 0.0508 -1.4 3.5 1.3 0.39
C 0.3337 -1.6922 0.0551 -2.9 -0.4 3.3 -0.61
C 0.0467 -0.2241 0.5311 1.5 -2.2 -3.8 -0.41
O 2.3912 1.8208 0.2612 0.4 -2.0 -0.6 -0.51
S 3.5836 -0.5426 -0.1905 0.7 -1.5 -0.4 -0.17
H -0.2799 2.9147 -0.8014 -0.3 -0.2 0.0 0.17
H -0.4048 2.4792 0.9963 -0.3 -0.4 -1.0 0.17
H -0.0042 0.4167 -1.3596 -0.5 1.0 -0.1 0.16
H 0.6126 -1.7221 -0.9469 0.7 -0.1 -1.7 0.19
H 1.0805 -2.2306 0.7111 -0.5 0.7 -0.8 0.19
H -0.6507 -2.4274 0.1367 2.0 1.6 -0.2 0.14
H -0.0611 -0.0608 1.5103 -0.4 0.4 3.9 0.16
```
Forces are in eV/Å.


Density functional theory data (wB97M-V/def2-TZVPD) for a cluster of 5 separate species, C32H49FN2O24S5 in total at a distorted geometry.

Properties
Structure (SMILES) = O=C(O)CCC1=C(CCCCCCCSc2nnco2)C(=O)C(CCF)=C(COCOCCO)C1=O.O=S1(=O)OCCO1.O=S1(=O)OCCO1.O=S1(=O)OCCO1.O=S1(=O)OCCO1
Molar mass = 1025.07 g/mol
HOMO level = -8.5 eV
Total charge = 0

```
113
Properties=species:S:1:pos:R:3:forces:R:3:mulliken_charge:R:1
O 5.4919 4.8950 1.6457 -2.7 1.4 -3.0 -0.58
C 4.6730 5.3995 0.8323 1.8 -1.1 3.0 0.48
O 3.6149 6.1771 1.4006 1.0 -1.2 -1.7 -0.42
C 4.8171 5.2298 -0.7520 -0.4 0.9 0.8 -0.55
C 3.7386 4.1956 -1.3752 0.0 0.4 -0.2 -1.34
C 2.2821 4.3494 -0.7541 -1.9 -0.5 1.4 0.47
C 1.7781 3.5830 0.3175 1.7 0.9 -1.0 1.18
C 2.7566 2.4409 0.9100 -0.7 0.0 -1.0 -0.97
C 2.5977 1.1853 -0.1133 -0.3 0.5 0.5 -0.52
C 3.4197 -0.1125 0.3460 -1.1 -0.3 -1.2 -0.82
C 2.3218 -1.2522 0.7342 1.4 0.4 -0.1 -0.63
C 3.0273 -2.2984 1.7376 -1.1 0.4 -0.6 -0.65
C 2.2691 -2.2275 3.1563 0.1 -1.4 -0.5 -0.75
C 1.3288 -3.5482 3.2443 1.3 0.1 0.7 -0.64
S -0.3299 -3.0468 2.5182 -0.3 -1.3 -1.0 -0.20
C -0.7282 -4.2745 1.2114 1.1 -5.4 -4.2 0.54
N 0.0994 -5.2857 0.6560 -0.3 2.8 2.3 -0.15
N -0.4750 -6.0500 -0.3000 -5.5 3.1 0.5 -0.51
C -1.8239 -5.5377 -0.4191 5.1 -0.3 2.0 0.10
O -1.9452 -4.4771 0.5059 0.0 -0.1 0.0 -0.31
C 0.3017 3.7548 0.9312 0.5 -1.7 0.6 0.40
O -0.0375 2.8699 1.7530 0.5 3.0 -2.3 -0.69
C -0.6019 4.9502 0.4403 1.0 1.5 -2.2 1.07
C -2.0019 5.3880 1.0453 0.2 0.5 0.6 -0.45
C -2.3669 4.7355 2.4527 -0.2 -0.6 -0.9 -0.40
F -3.6870 5.2059 2.8357 2.0 -0.6 -0.5 -0.36
C -0.1215 5.7201 -0.6641 -0.1 -0.7 0.8 -0.19
C -0.9800 6.9447 -1.2891 1.1 -0.2 0.4 -1.05
O -2.2718 6.5425 -1.8036 1.1 -0.8 -0.1 -0.42
C -2.1805 5.4302 -2.7045 -0.2 -0.4 -1.9 -0.30
O -2.4577 4.1507 -2.1111 -0.5 1.6 -0.5 -0.18
C -3.8657 3.8233 -2.1354 -0.8 -1.9 0.7 -0.44
C -4.1812 3.0904 -0.7239 -0.4 1.5 0.5 -0.14
O -5.0593 1.9517 -0.8693 0.7 0.5 0.9 -0.57
C 1.2954 5.4450 -1.3728 1.5 -0.1 -0.8 0.17
O 1.7117 6.0527 -2.3942 -1.9 -1.4 3.0 -0.75
H 3.3903 5.8190 2.2857 0.7 0.1 -0.6 0.33
H 4.7054 6.2855 -1.1956 0.0 -1.6 0.5 0.32
H 5.8920 4.8571 -0.9196 -1.8 0.6 0.3 0.39
H 3.6887 4.3795 -2.5111 0.0 -0.1 1.8 0.29
H 4.1927 3.1592 -1.2516 -1.0 1.3 0.1 0.30
H 2.4861 2.1492 1.9737 0.1 0.3 -1.4 0.46
H 3.8501 2.7880 0.9261 -1.7 -0.3 -0.1 0.17
H 2.8416 1.5124 -1.1904 -0.2 -0.4 1.7 0.45
H 1.4679 0.9584 -0.1297 1.7 0.2 0.0 0.32
H 4.1598 0.0709 1.1948 -1.2 -0.1 -1.0 0.44
H 4.0326 -0.4718 -0.5603 -0.8 0.4 1.5 0.21
H 1.9046 -1.7692 -0.2055 0.8 0.8 1.3 0.30
H 1.4436 -0.7169 1.2181 1.1 -0.8 -0.4 0.33
H 2.9350 -3.3331 1.2395 0.1 1.4 1.1 0.37
H 4.1454 -2.0899 1.8301 -1.6 -0.1 0.0 0.47
H 3.0284 -2.1731 4.0066 -1.1 -0.4 -1.0 0.37
H 1.5714 -1.3368 3.2727 1.1 -0.9 -0.4 0.35
H 1.7853 -4.4310 2.6873 -0.8 1.3 0.6 0.46
H 1.2537 -3.8341 4.3478 -0.6 0.3 -1.6 0.33
H -2.6402 -5.9351 -1.1096 1.1 1.1 1.5 0.35
H -1.9347 6.5266 1.2232 -0.1 -1.7 -0.3 0.36
H -2.8444 5.2662 0.2740 1.4 -0.1 1.2 0.10
H -1.6172 5.0221 3.2558 -1.1 -0.3 -0.9 0.33
H -2.4027 3.5907 2.3461 -0.1 1.8 0.4 0.23
H -0.3841 7.4780 -2.1189 -0.7 -1.1 1.3 0.31
H -1.1380 7.7036 -0.4464 0.0 -1.1 -1.2 0.46
H -2.9420 5.5644 -3.5601 1.0 0.2 1.4 0.48
H -1.1554 5.3938 -3.2301 -1.3 -0.1 1.2 0.04
H -4.1034 3.0643 -2.9721 0.5 1.1 1.2 0.27
H -4.5609 4.7101 -2.2885 1.1 -0.9 0.3 0.34
H -4.7306 3.8663 -0.0738 0.8 -1.0 -0.8 0.25
H -3.2239 2.8307 -0.1472 -1.1 0.2 -1.2 0.10
H -5.2604 1.6775 0.0571 0.1 0.2 -1.2 0.34
C 1.2126 5.1209 -6.5862 0.0 0.4 0.4 -0.38
C 1.0286 4.0458 -5.5284 0.8 -0.2 -0.1 0.06
O -0.3389 3.6762 -5.6115 -0.7 0.4 -0.6 -0.25
S -0.8432 3.8228 -7.1483 0.1 -0.1 0.0 1.12
O -0.7879 2.5329 -7.7664 -0.2 1.0 0.3 -0.55
O -2.0165 4.6415 -7.1627 0.6 -0.8 0.0 -0.53
O 0.4067 4.7046 -7.6928 -0.4 -0.7 0.3 -0.34
H 0.8365 6.0867 -6.2373 0.1 0.0 0.0 0.30
H 2.2544 5.2264 -6.8898 -0.2 -0.1 -0.2 0.34
H 1.2678 4.4023 -4.5260 -0.2 0.0 0.0 -0.05
H 1.6343 3.1634 -5.7551 0.0 0.1 0.0 0.30
C -3.4391 -10.3335 0.3999 -0.1 -0.7 0.0 -0.27
C -3.7224 -10.5117 -1.0816 0.7 0.0 -0.3 -0.16
O -4.9218 -9.7702 -1.3215 -0.4 0.6 0.8 -0.34
S -4.9621 -8.4940 -0.3234 0.2 -0.5 0.0 1.11
O -4.4823 -7.3478 -1.0381 -0.5 -0.5 0.6 -0.54
O -6.2109 -8.5044 0.3745 0.7 0.3 -0.7 -0.55
O -3.7953 -8.9799 0.6914 -0.4 0.5 -0.7 -0.33
H -4.0707 -10.9901 1.0047 0.1 0.0 -0.1 0.26
H -2.3920 -10.5131 0.6440 -0.1 0.3 0.0 0.34
H -3.8544 -11.5568 -1.3564 -0.3 0.5 0.0 0.27
H -2.9265 -10.0732 -1.6912 0.0 0.0 0.1 0.29
C 6.0497 7.0419 4.0279 -0.2 -0.6 -0.1 -0.19
C 4.8781 7.3787 4.9365 -0.1 0.5 -0.5 -0.30
O 5.4327 7.4347 6.2504 0.8 -0.2 -0.1 -0.35
S 6.9628 7.9684 6.1571 0.0 0.1 -0.1 1.09
O 6.9666 9.3733 6.4339 0.2 -1.0 -0.1 -0.53
O 7.8072 7.0405 6.8441 -0.6 0.8 -0.3 -0.53
O 7.1603 7.7667 4.5602 -0.3 0.4 0.8 -0.34
H 6.2870 5.9759 4.0685 -0.1 0.1 -0.1 0.31
H 5.8662 7.3322 2.9935 0.2 0.1 0.1 0.21
H 4.0844 6.6333 4.8853 0.1 0.0 0.3 0.28
H 4.4663 8.3646 4.7012 0.0 -0.1 -0.1 0.35
C -6.0244 -14.9302 0.9832 -0.6 0.2 -0.2 -0.29
C -6.0922 -15.8421 -0.2314 -0.1 -0.5 0.5 -0.34
O -5.1010 -15.3376 -1.1276 0.5 0.8 0.4 -0.32
S -3.8761 -14.7156 -0.2667 -0.2 -0.7 0.1 1.04
O -2.8425 -15.7005 -0.1769 -0.5 1.0 -0.1 -0.55
O -3.6365 -13.3785 -0.7235 0.1 -1.3 0.3 -0.53
O -4.6358 -14.6454 1.1635 0.5 -0.3 -0.7 -0.31
H -6.5447 -13.9864 0.7981 0.0 -0.1 0.0 0.27
H -6.4356 -15.4010 1.8763 0.3 0.0 0.0 0.31
H -7.0751 -15.8360 -0.7016 0.2 0.1 -0.2 0.32
H -5.8207 -16.8690 0.0296 -0.1 0.0 0.0 0.29
```
Forces are in eV/Å.


Density functional theory data (wB97M-V/def2-TZVPD) for the molecule C2H5N3O2 at a distorted geometry.

Properties
Structure (SMILES) = N/N=C/O/C=N\O
Molar mass = 103.08 g/mol
Energy relative to the best compared isomer or geometry (same formula, charge and spin) = 173.3 kcal per mole
HOMO level = -8.4 eV
Total charge = 0

```
12
Properties=species:S:1:pos:R:3:forces:R:3:nbo_charge:R:1
C -0.7625 0.9126 0.1368 1.2 -2.7 -0.3 0.27
C 1.0391 -0.3829 0.0291 7.0 -8.4 1.8 0.30
H -3.0651 0.5052 -0.5632 0.2 -2.2 0.8 0.38
H -2.8288 -1.4167 -0.1640 -0.6 4.9 0.3 0.39
H -1.0661 1.9261 0.6820 0.4 -2.5 -1.7 0.23
H 0.5263 -1.3429 0.3197 -0.3 1.8 -0.7 0.21
H 3.9529 -0.0448 -0.2626 2.0 -0.6 -0.4 0.47
N -2.6380 -0.2566 0.0490 -1.7 -4.1 -1.0 -0.67
N -1.2759 -0.2786 -0.1050 -0.8 5.6 0.9 -0.28
N 2.3282 -0.7536 0.0904 -3.4 1.4 -0.1 -0.22
O 0.6367 0.7695 -0.1762 -2.8 5.8 0.4 -0.47
O 3.1532 0.3625 -0.0361 -1.3 1.0 0.0 -0.59
```
Forces are in eV/Å.